# 1
{
  "formula": "C21H16BBrCaN4O9S",
  "method": "ωB97M-V/def2-TZVPD",
  "species": ["Ca", "O", "C", "C", "C", "N", "C", "C", "C", "O", "O", "C", "O", "O", "H", "H", "H", "O", "B", "O", "C", "C", "C", "C", "C", "C", "H", "H", "H", "H", "C", "N", "C", "N", "S", "H", "H", "H", "H", "H", "H", "Br", "C", "C", "N", "C", "C", "C", "C", "O", "O", "H", "H", "H"],
  "xyz": [[-0.1636, 1.3168, 0.7407], [-5.3904, 3.2778, -2.6801], [-4.3184, 2.8729, -1.9282], [-3.7860, 3.6779, -0.9308], [-2.7027, 3.1953, -0.2159], [-2.1865, 1.9984, -0.4558], [-2.6895, 1.2328, -1.4172], [-3.7667, 1.6262, -2.1900], [-1.9787, -0.1121, -1.6163], [-2.3774, -0.8538, -2.5152], [-1.0280, -0.3156, -0.7978], [-2.0188, 4.0131, 0.8975], [-2.5147, 5.1134, 1.1622], [-1.0133, 3.4479, 1.4085], [-5.6445, 4.1558, -2.3801], [-4.1728, 4.6612, -0.6901], [-4.1453, 0.9770, -2.9659], [-0.8099, -0.3070, 4.2479], [-0.4199, -0.4752, 2.8648], [-0.2102, -1.9087, 2.7385], [-0.4429, -2.4954, 3.9375], [-0.3511, -3.8248, 4.2867], [-0.6521, -4.1564, 5.6110], [-1.0246, -3.1831, 6.5300], [-1.1092, -1.8366, 6.1631], [-0.8107, -1.5177, 4.8556], [-0.0507, -4.5701, 3.5612], [-0.5908, -5.1915, 5.9249], [-1.2519, -3.4716, 7.5496], [-1.3961, -1.0689, 6.8703], [0.8948, -1.9565, -2.7344], [1.3770, -3.1767, -2.1095], [1.1766, -3.4926, -0.8146], [0.3466, -2.7238, -0.1252], [1.9741, -4.8428, -0.1455], [1.2775, -1.9203, -3.7531], [1.2410, -1.0699, -2.1961], [-0.1955, -1.9195, -2.7656], [2.0694, -3.7389, -2.5679], [-0.1582, -1.9134, -0.5029], [0.2485, -2.8898, 0.8647], [6.9637, 0.4834, -2.4502], [5.2799, 1.3206, -2.7317], [5.0637, 2.0136, -3.9100], [3.9107, 2.6211, -4.1778], [2.9481, 2.5472, -3.2586], [3.0846, 1.8777, -2.0481], [4.2843, 1.2407, -1.7770], [1.9414, 1.8338, -1.0475], [0.8778, 2.4011, -1.3592], [2.1574, 1.2094, 0.0249], [5.8435, 2.0759, -4.6608], [2.0072, 3.0371, -3.4755], [4.4030, 0.7045, -0.8450]],
  "nbo_charge": [1.6982, -0.6764, 0.3226, -0.3256, 0.1339, -0.5101, 0.1340, -0.2972, 0.7591, -0.7073, -0.8510, 0.7477, -0.7210, -0.8263, 0.4722, 0.2305, 0.2424, -0.6937, 0.2880, -0.7337, 0.3060, -0.2850, -0.2446, -0.2512, -0.2599, 0.2238, 0.2259, 0.1953, 0.1920, 0.2071, -0.4389, -0.6009, 0.3391, -0.8024, -0.4656, 0.1930, 0.2073, 0.2409, 0.4006, 0.4469, 0.4322, 0.0193, -0.1352, -0.0072, -0.4235, 0.0568, -0.1574, -0.1654, 0.7406, -0.7428, -0.8009, 0.1875, 0.2208, 0.2593],
  "lumo_ev": 3.73,
  "homo_ha": -0.088,
  "total_charge": -2,
  "mol_weight_g_mol": 631.24
}

# 2
{
  "formula": "C23H42BrN5O4P",
  "method": "ωB97M-V/def2-TZVPD",
  "species": ["C", "C", "C", "Br", "C", "C", "N", "C", "C", "C", "C", "P", "N", "O", "N", "N", "C", "C", "C", "N", "C", "C", "C", "C", "C", "C", "O", "C", "H", "H", "H", "H", "H", "H", "H", "H", "H", "H", "H", "H", "H", "H", "H", "H", "H", "H", "H", "H", "H", "H", "H", "H", "H", "H", "H", "H", "H", "H", "H", "H", "H", "H", "H", "H", "O", "C", "O", "C", "C", "C", "H", "H", "H", "H", "H", "H"],
  "xyz": [[0.6151, 2.6516, 2.1207], [-0.0404, 1.3489, 2.6786], [-1.1935, 0.7490, 1.7434], [-2.8840, 1.2210, 2.5825], [-0.9694, 1.0493, 0.2590], [-1.7854, 1.8059, -0.6694], [-2.9996, 2.3673, -0.2493], [-4.0732, 1.7527, -0.6750], [-4.4956, 0.3330, -0.1948], [-5.0775, 2.3956, -1.6678], [-1.3662, 2.0232, -2.0576], [-2.3319, 3.0538, -3.3282], [-1.1152, 3.6900, -4.4261], [-2.9592, 4.4196, -2.5819], [-0.2438, 1.4816, -2.5001], [0.4511, 0.7686, -1.6611], [1.6966, 0.1507, -2.2557], [1.9008, 0.6051, -3.7494], [3.3459, 0.0838, -4.1710], [4.3767, 1.1331, -3.9881], [0.2560, 0.4935, -0.3497], [1.2564, -0.3983, 0.4257], [2.5767, 0.3351, 0.8799], [3.7847, -0.6573, 1.0969], [4.3532, -1.2839, -0.2241], [3.8325, -2.7229, -0.5618], [3.4464, -3.4905, 0.5832], [2.1912, -4.1241, 0.3497], [-0.1759, 3.4209, 2.0179], [1.3944, 2.9588, 2.8600], [1.1588, 2.4863, 1.1696], [0.7050, 0.5549, 2.9199], [-0.5168, 1.6007, 3.6527], [-1.0849, -0.3549, 1.8632], [-3.6898, -0.4151, -0.3292], [-4.8090, 0.4396, 0.8687], [-5.4198, 0.0256, -0.7383], [-5.0031, 3.4969, -1.7015], [-4.9061, 1.8892, -2.6430], [-6.1293, 2.1552, -1.3717], [-0.1982, 3.2917, -4.1815], [-0.9983, 4.6915, -4.2225], [-2.3423, 4.6941, -1.8756], [1.6561, -0.9551, -2.2167], [2.5597, 0.5811, -1.7092], [1.1086, 0.1876, -4.4011], [1.9734, 1.7131, -3.8101], [3.3702, -0.1878, -5.2468], [3.6386, -0.8285, -3.6043], [4.4215, 1.4077, -3.0069], [4.1144, 1.9667, -4.5171], [1.5414, -1.3086, -0.1464], [0.7707, -0.7723, 1.3550], [2.8598, 1.1975, 0.2298], [2.3805, 0.7610, 1.8914], [4.6062, -0.0426, 1.5369], [3.4976, -1.3948, 1.8735], [4.0652, -0.6221, -1.0738], [5.4624, -1.2461, -0.1601], [2.9682, -2.6498, -1.2703], [4.6467, -3.2848, -1.0810], [1.3277, -3.4092, 0.3150], [2.1829, -4.6659, -0.6268], [2.0074, -4.8066, 1.2076], [-3.3918, -1.9574, 1.7079], [-2.9336, -2.3430, 2.7474], [-1.6094, -2.3034, 3.0529], [-1.3892, -2.9421, 4.3251], [-2.7284, -2.8872, 5.0334], [-3.7120, -2.9755, 3.8751], [-1.0544, -3.9665, 4.1460], [-0.6127, -2.4087, 4.8715], [-2.8531, -3.6720, 5.7780], [-2.8418, -1.9246, 5.5374], [-3.9406, -4.0099, 3.6115], [-4.6253, -2.4210, 4.0780]],
  "lowdin_charge": [-0.0888, -0.2696, -0.5945, 0.8541, -0.0577, -0.1675, 0.0728, -0.3125, -0.0482, -0.0545, -0.2554, 0.8966, -0.1777, -0.3117, 0.0871, -0.0526, -0.1017, -0.1574, -0.2576, -0.0138, -0.0575, -0.0847, -0.1813, -0.1636, -0.1418, -0.2214, -0.2002, -0.1113, 0.0907, 0.0949, 0.0533, 0.0961, 0.0810, 0.0675, 0.0801, 0.0482, 0.0879, 0.0718, 0.0827, 0.0915, 0.0084, 0.0389, 0.0652, 0.1304, 0.0994, 0.1122, 0.0993, 0.1145, 0.1033, 0.0546, 0.0704, 0.0906, 0.1127, 0.1154, 0.0874, 0.1179, 0.1176, 0.0792, 0.1172, 0.0958, 0.1336, 0.0766, 0.0989, 0.0994, 0.0847, -0.5005, -0.0107, -0.1452, -0.1491, -0.0649, 0.1306, 0.1274, 0.1229, 0.1222, 0.1385, 0.1319],
  "lumo_ev": -3.36,
  "homo_ha": -0.413,
  "total_charge": 1,
  "mol_weight_g_mol": 563.50
}

# 3
{
  "formula": "C3H11O5P",
  "method": "ωB97M-V/def2-TZVPD",
  "species": ["C", "C", "O", "P", "O", "O", "O", "C", "H", "H", "H", "H", "H", "H", "H", "H", "H", "O", "H", "H"],
  "xyz": [[0.4466, -2.4340, -1.2175], [0.1640, -2.3378, 0.3356], [0.5072, -1.0243, 0.8388], [-0.6287, -0.0953, 1.5681], [-2.0334, -0.3375, 1.3238], [-0.1818, 0.1389, 3.0796], [-0.2804, 1.2834, 0.9154], [-0.1663, 1.3825, -0.4585], [1.4236, -1.9458, -1.3715], [-0.2939, -1.9561, -1.8807], [0.5362, -3.4969, -1.4983], [-0.9024, -2.4218, 0.6207], [0.7272, -3.0967, 0.9121], [0.0426, 1.1021, 3.1890], [-0.4427, 2.3946, -0.7988], [-0.7869, 0.6480, -0.9988], [0.8921, 1.2030, -0.7120], [0.4092, 4.0239, -1.1246], [-0.2976, 3.3962, -0.8511], [0.8653, 3.5738, -1.8713]],
  "nbo_charge": [-0.6394, -0.0674, -0.8187, 2.5481, -1.0810, -0.9786, -0.8326, -0.1813, 0.2171, 0.2162, 0.2209, 0.2023, 0.1859, 0.5250, 0.1145, 0.1892, 0.1873, -0.8997, 0.4287, 0.4633],
  "smiles": "CCO[P@@](=O)(O)OC.O",
  "lumo_ev": 0.54,
  "homo_ha": -0.400,
  "mol_weight_g_mol": 158.09
}

# 4
{
  "formula": "C4H5N4S2",
  "method": "ωB97M-V/def2-TZVPD",
  "species": ["C", "C", "C", "C", "N", "N", "N", "N", "S", "S", "H", "H", "H", "H", "H"],
  "xyz": [[3.2641, 0.0623, -0.1360], [2.9271, 1.0553, -1.0561], [1.0905, -0.0441, 0.0656], [-3.0209, -0.1949, 0.2157], [2.2468, -0.5246, 0.4571], [-2.4189, -1.0114, 1.1529], [-0.1084, -0.3629, 0.4531], [-2.3363, 0.3842, -0.6604], [1.2614, 1.2604, -1.1677], [-0.7977, -1.3621, 1.3682], [4.2697, -0.2347, 0.1060], [3.6106, 1.6420, -1.6390], [-4.1071, -0.1414, 0.3549], [-3.0304, -1.4834, 1.8063], [-2.8504, 0.9553, -1.3206]],
  "nbo_charge": [-0.0088, -0.3536, 0.1466, 0.2588, -0.3419, -0.7811, -0.5636, -0.6392, 0.5770, 1.1827, 0.2431, 0.2716, 0.1923, 0.4386, 0.3776],
  "lumo_ev": [-6.47, -6.47],
  "homo_ha": [-0.474, -0.474],
  "total_charge": 1,
  "mol_weight_g_mol": 173.25
}

What did the third record say?
{
  "formula": "C3H11O5P",
  "method": "ωB97M-V/def2-TZVPD",
  "species": ["C", "C", "O", "P", "O", "O", "O", "C", "H", "H", "H", "H", "H", "H", "H", "H", "H", "O", "H", "H"],
  "xyz": [[0.4466, -2.4340, -1.2175], [0.1640, -2.3378, 0.3356], [0.5072, -1.0243, 0.8388], [-0.6287, -0.0953, 1.5681], [-2.0334, -0.3375, 1.3238], [-0.1818, 0.1389, 3.0796], [-0.2804, 1.2834, 0.9154], [-0.1663, 1.3825, -0.4585], [1.4236, -1.9458, -1.3715], [-0.2939, -1.9561, -1.8807], [0.5362, -3.4969, -1.4983], [-0.9024, -2.4218, 0.6207], [0.7272, -3.0967, 0.9121], [0.0426, 1.1021, 3.1890], [-0.4427, 2.3946, -0.7988], [-0.7869, 0.6480, -0.9988], [0.8921, 1.2030, -0.7120], [0.4092, 4.0239, -1.1246], [-0.2976, 3.3962, -0.8511], [0.8653, 3.5738, -1.8713]],
  "nbo_charge": [-0.6394, -0.0674, -0.8187, 2.5481, -1.0810, -0.9786, -0.8326, -0.1813, 0.2171, 0.2162, 0.2209, 0.2023, 0.1859, 0.5250, 0.1145, 0.1892, 0.1873, -0.8997, 0.4287, 0.4633],
  "smiles": "CCO[P@@](=O)(O)OC.O",
  "lumo_ev": 0.54,
  "homo_ha": -0.400,
  "mol_weight_g_mol": 158.09
}